# C32H43BrN7O2RhS2

A structure of composition C32H43BrN7O2RhS2 in a non-equilibrium geometry (the ωB97M-V functional and the def2-TZVPD basis, the OMol25 dataset).

Structure (ORCA input):
```
! wB97M-V def2-TZVPD RIJCOSX def2/J DEFGRID3
* xyz 2 1
Rh -0.76 0.57 -0.86
Br 4.30 2.92 -2.19
S 0.42 -2.42 -0.70
S -1.96 -0.55 -2.54
O 0.66 1.21 0.67
O -0.42 -1.40 0.09
N 2.80 -0.35 2.89
N 1.59 0.22 2.56
N 0.96 0.57 -2.18
N -1.81 2.02 -3.29
N -1.62 2.12 -1.97
N -1.93 1.86 0.51
N -2.44 0.49 -4.91
C 1.61 0.57 1.23
C -2.10 -3.67 -0.61
C -1.81 2.61 -6.16
C 3.10 -0.92 4.20
C -0.73 -3.71 -1.29
C -1.68 3.11 0.07
C 2.44 -0.43 -3.74
C -1.42 3.23 -1.37
C -3.14 -4.39 -1.47
C 1.24 -0.39 -3.06
C -2.07 0.80 -3.67
C 4.96 -0.93 1.85
C 1.40 -3.36 0.50
C -0.14 -3.56 2.54
C -1.11 4.52 -2.06
C 0.04 1.57 5.63
C 2.87 0.15 0.74
C -2.46 2.72 2.66
C -1.80 4.21 0.90
C 1.85 1.54 -1.96
C -2.71 1.39 -6.06
C 0.61 0.52 3.56
C 0.94 1.38 4.60
C -0.63 -0.09 3.50
C 0.68 -4.28 1.49
C 3.08 1.55 -2.60
C -2.33 1.67 1.76
C -1.19 0.92 5.61
C -1.53 0.11 4.54
C 3.39 0.56 -3.51
C -2.17 4.00 2.22
C 3.57 -0.40 1.80
H -2.26 4.84 2.90
H 4.34 0.55 -4.02
H -0.22 -4.66 -1.18
H 0.29 2.23 6.46
H -1.98 5.17 -2.08
H -0.65 -4.28 3.19
H 3.41 -1.96 4.08
H -2.58 0.77 -6.94
H 1.97 -2.58 1.01
H -0.83 -3.49 -2.35
H 4.98 -1.99 2.10
H 1.46 -4.87 1.98
H 1.90 1.88 4.61
H 0.50 -2.93 3.17
H -1.93 3.03 -7.16
H 3.24 0.28 -0.26
H 5.54 -0.40 2.61
H -0.80 4.32 -3.08
H -0.86 -0.73 2.66
H -2.69 -0.47 -5.05
H -2.77 2.53 3.67
H -2.49 -0.39 4.52
H -3.23 -3.92 -2.45
H 3.90 -0.37 4.68
H -1.61 5.20 0.53
H 2.63 -1.22 -4.45
H -2.88 -5.44 -1.62
H 0.47 -1.13 -3.24
H 0.05 -4.99 0.95
H -0.31 5.04 -1.52
H -2.08 3.36 -5.43
H -4.12 -4.35 -0.99
H 5.45 -0.79 0.89
H 1.59 2.30 -1.24
H 2.08 -3.92 -0.14
H -0.90 -2.92 2.08
H 2.22 -0.89 4.83
H -0.76 2.34 -6.03
H -3.76 1.69 -6.02
H -2.40 -2.63 -0.47
H -1.88 1.02 6.45
H -2.56 0.66 2.04
H -2.05 -4.14 0.37
*
```

The energy relative to the best compared isomer or geometry (same formula, charge and spin) is 56.8 kcal per mole. The calculation puts the HOMO energy at -13.2 eV. The calculation puts the HOMO-LUMO gap at 7.362 eV.

These are the Mulliken partial charges, in e, on atoms 1 to 5:
1. Rh 0.63
2. Br -0.08
3. S 1.00
4. S -0.16
5. O -0.40



# C32H43CoN6OP

A structure of composition C32H43CoN6OP in a non-equilibrium geometry (the ωB97M-V functional and the def2-TZVPD basis, the OMol25 dataset).

Structure (ORCA input):
```
! wB97M-V def2-TZVPD RIJCOSX def2/J DEFGRID3
* xyz 1 1
Co 0.29 0.15 -0.28
P -1.74 1.54 0.30
O 0.23 0.26 1.81
N -0.84 -1.39 -0.24
N 1.31 -0.73 3.52
N 1.62 -1.18 -1.31
N -0.47 0.31 -2.10
N 0.56 1.45 3.70
N 1.61 1.35 -0.53
C -2.68 5.78 1.86
C -1.99 3.23 0.97
C -3.43 -2.63 -3.73
C -3.46 -2.95 -2.38
C -1.24 -0.70 -2.43
C 2.71 -0.80 -0.72
C 3.05 0.75 1.29
C -0.05 1.26 -3.10
C -1.93 4.32 0.11
C 0.67 2.44 -2.47
C 4.10 0.13 1.92
C -3.01 1.66 -1.05
C -2.68 4.72 2.74
C -0.81 -2.29 0.88
C 4.94 -1.51 0.21
C 1.52 -2.40 -2.08
C 0.49 -3.11 0.88
C -2.63 -2.54 -1.36
C 2.43 0.43 0.06
C -2.79 0.59 1.48
C -1.61 -0.93 -3.79
C 0.70 0.33 2.95
C 1.95 -0.75 4.82
C -1.59 -1.59 -1.32
C 0.62 -4.06 -0.32
C -2.54 -1.77 -4.35
C 1.94 1.97 -1.77
C 1.75 -3.69 -1.28
C 4.95 -0.88 1.44
C 3.96 -1.46 -0.78
C -2.32 3.45 2.31
C -2.28 5.58 0.55
H 1.21 -0.60 5.61
H 1.35 -2.43 0.89
H 2.73 0.00 4.90
H 2.69 -3.61 -0.72
H 5.77 -1.16 2.10
H 2.64 1.63 1.76
H 2.23 -2.36 -2.91
H -3.71 1.15 1.67
H 0.51 -3.68 1.81
H -2.25 6.42 -0.14
H -3.28 0.65 -1.37
H 1.44 -1.52 2.92
H -4.15 -3.13 -4.37
H -0.84 -1.69 1.79
H -2.98 6.77 2.19
H -1.65 -2.98 0.91
H -2.61 -1.71 -5.43
H -1.64 4.17 -0.92
H -3.04 -0.37 1.02
H 0.03 2.92 -1.72
H 1.03 1.57 4.57
H -2.63 2.21 -1.90
H 5.76 -2.18 0.02
H -0.32 -4.09 -0.88
H 4.12 -2.09 -1.65
H -2.27 0.40 2.41
H -0.93 1.63 -3.65
H -4.22 -3.68 -2.09
H -2.98 4.87 3.77
H -3.90 2.16 -0.67
H 0.14 2.25 3.26
H -2.32 2.63 3.01
H 2.50 1.28 -2.43
H 2.60 2.82 -1.56
H -1.05 -0.35 -4.51
H 0.52 -2.43 -2.51
H 0.92 3.17 -3.25
H 4.38 0.55 2.88
H 0.81 -5.07 0.04
H 0.63 0.79 -3.81
H -2.85 -3.02 -0.42
H 1.86 -4.50 -2.00
H 2.41 -1.73 4.96
*
```

The calculation puts the HOMO energy (spin up / spin down) at -9.3 / -9.3 eV. The calculation puts the HOMO-LUMO gap (spin up / spin down) at 6.168 / 6.054 eV.

These are the Mulliken partial charges, in e, on atoms 1 to 5:
1. Co -0.35
2. P 1.50
3. O 0.19
4. N 2.37
5. N 0.04